{"formula": "C37H37IrN5O9Te", "method": "ωB97M-V/def2-TZVPD", "lumo_energy_ha": -0.13166, "energy_ha": -2754.9434, "e_above_lowest_ev": 0.965, "charge": 1, "species": ["Ir", "Te", "O", "O", "O", "O", "O", "O", "O", "O", "O", "N", "N", "N", "N", "N", "C", "C", "C", "C", "C", "C", "C", "C", "C", "C", "C", "C", "C", "C", "C", "C", "C", "C", "C", "C", "C", "C", "C", "C", "C", "C", "C", "C", "C", "C", "C", "C", "C", "C", "C", "C", "C", "H", "H", "H", "H", "H", "H", "H", "H", "H", "H", "H", "H", "H", "H", "H", "H", "H", "H", "H", "H", "H", "H", "H", "H", "H", "H", "H", "H", "H", "H", "H", "H", "H", "H", "H", "H", "H"], "positions_angstrom": [[-2.2264, 1.2608, 0.0504], [1.7479, -0.4392, 1.2055], [-2.8014, 1.0960, 1.9113], [-3.4133, -0.2059, -0.4820], [-2.5929, -2.0466, -2.1918], [-3.2331, 8.3758, -1.0350], [-4.6091, -5.5719, 2.4108], [-2.8038, -4.1208, -1.6699], [-4.7015, 0.7948, 3.0220], [-4.8980, -4.1808, 4.0338], [1.7125, 0.6719, -0.4366], [-4.6265, -4.4537, 2.8839], [-2.3195, 5.8159, -0.4884], [-0.4355, 0.4765, 0.1788], [-2.9269, -2.9319, -1.4311], [-1.8623, 3.4645, 0.0609], [1.1906, -4.0094, -1.2396], [6.4886, -1.7045, 1.2971], [-3.9705, -0.9986, 1.6479], [6.1326, -0.6227, 0.5044], [0.7445, 2.7511, -2.3622], [-3.4855, -2.5775, -0.1158], [-0.4010, -4.0843, 0.5361], [4.1731, -1.8909, 1.9890], [-3.2360, 7.9161, 0.3032], [-2.0589, 4.5719, -0.1969], [5.4948, -2.3108, 2.0508], [-2.1461, 6.8807, 0.5161], [3.1585, -2.6102, 2.8457], [2.8499, -2.2067, -1.5684], [4.6319, 1.0827, -0.4381], [-0.5560, -2.3025, 2.2778], [-3.5921, -1.2430, 0.3158], [-0.3466, -5.9948, -1.0948], [7.9133, -2.1747, 1.3537], [-3.5319, 7.3295, -1.9361], [-3.9043, 0.3959, 2.2207], [0.0550, -2.8755, 1.0283], [-0.0147, 1.7232, -1.8161], [-1.8372, 2.2443, -3.3165], [-4.2724, -3.3351, 1.9917], [3.8381, -0.8289, 1.1314], [0.2039, 3.5231, -3.3767], [-3.8431, -3.6249, 0.7187], [1.1197, -2.2491, 0.3618], [4.8294, -0.1451, 0.4143], [1.7013, -2.7930, -0.7902], [-1.0825, 3.2739, -3.8533], [-1.3021, 1.4609, -2.2971], [0.4000, 0.9415, -0.6469], [-4.3315, -2.0369, 2.4787], [0.1569, -4.6742, -0.5948], [-2.4554, 6.2595, -1.8844], [2.4936, -3.2453, 2.2572], [-4.6516, -1.8417, 3.4926], [8.0248, -3.0325, 2.0142], [3.7921, -2.6621, -1.2558], [-1.4996, -2.7980, 2.4960], [6.9046, -0.1069, -0.0571], [2.5433, -1.9249, 3.4414], [0.0932, -2.4539, 3.1451], [5.4497, 1.7775, -0.2494], [4.6601, 0.8266, -1.5001], [0.1999, -6.3171, -1.9790], [1.6279, -4.4494, -2.1289], [-2.2115, 6.4396, 1.5090], [-1.1611, 7.3369, 0.3863], [-3.5791, 7.7650, -2.9323], [1.7367, 2.9523, -1.9800], [-2.8200, 2.0141, -3.7059], [-1.5000, 6.6704, -2.2232], [-4.2140, 7.4880, 0.5536], [8.2654, -2.4612, 0.3619], [-3.7774, -4.6463, 0.3769], [3.7027, 1.6025, -0.2482], [-4.5071, 6.8886, -1.6953], [0.7874, 4.3276, -3.8057], [-1.8488, 0.5582, -1.9877], [3.6672, -3.2512, 3.5630], [-1.2118, -4.5863, 1.0536], [-1.4067, -5.9276, -1.3490], [2.9478, -1.1317, -1.4638], [-3.0575, 8.7804, 0.9395], [5.7503, -3.1332, 2.7090], [-0.7717, -1.2349, 2.1879], [8.5683, -1.3806, 1.7148], [2.7122, -2.4226, -2.6276], [-0.2379, -6.7615, -0.3264], [-2.7174, 5.4017, -2.5015], [-1.4786, 3.8731, -4.6628]], "forces_ev_per_a": [[-0.70, 0.89, -0.57], [0.31, -0.17, -0.05], [-0.30, 0.54, -0.18], [0.59, -0.46, -0.13], [0.03, -0.04, 0.11], [0.00, -0.01, 0.00], [0.02, 0.05, 0.03], [-0.11, 0.24, -0.02], [-0.01, -0.01, 0.07], [-0.01, -0.02, -0.06], [0.01, -0.07, -0.21], [-0.01, -0.01, 0.02], [0.00, 0.01, 0.10], [-0.19, 0.37, 0.41], [-0.04, -0.10, -0.05], [0.46, -1.17, 0.34], [-0.04, 0.01, 0.04], [-0.01, 0.00, -0.02], [0.10, -0.06, 0.10], [0.02, 0.02, 0.03], [0.01, -0.04, 0.00], [-0.03, 0.04, 0.03], [-0.06, -0.05, 0.07], [-0.04, -0.04, -0.07], [0.00, 0.00, 0.01], [-0.06, 0.16, -0.05], [-0.01, -0.02, 0.00], [0.00, -0.02, -0.02], [0.02, -0.03, 0.04], [-0.01, 0.03, -0.01], [0.01, -0.02, -0.02], [-0.06, 0.01, 0.03], [-0.07, 0.11, 0.07], [-0.07, -0.03, -0.01], [0.02, -0.01, 0.01], [0.00, -0.01, 0.00], [0.19, -0.37, 0.02], [0.03, 0.06, 0.06], [0.15, 0.08, -0.06], [0.02, 0.01, -0.02], [-0.02, 0.00, 0.13], [0.04, 0.05, 0.05], [-0.01, 0.00, -0.01], [0.03, 0.07, -0.11], [-0.05, 0.12, -0.20], [-0.01, -0.01, 0.06], [0.00, -0.08, 0.09], [0.01, -0.03, -0.02], [-0.17, 0.18, 0.09], [-0.04, -0.14, -0.09], [-0.06, -0.04, 0.02], [0.10, -0.01, -0.08], [0.02, -0.01, 0.02], [0.04, 0.00, 0.00], [0.00, -0.01, 0.00], [-0.01, 0.00, 0.00], [0.00, 0.02, 0.02], [-0.03, -0.03, 0.02], [-0.01, 0.00, 0.00], [0.00, 0.03, -0.02], [0.00, 0.01, -0.01], [0.02, -0.02, -0.04], [-0.04, -0.01, 0.01], [0.00, 0.00, 0.00], [-0.02, 0.01, 0.00], [0.00, 0.01, 0.01], [0.00, 0.00, 0.00], [0.01, 0.01, 0.00], [0.00, -0.01, -0.01], [-0.02, 0.04, 0.02], [-0.01, 0.00, -0.01], [0.00, -0.01, -0.01], [-0.01, 0.00, 0.00], [-0.01, 0.01, -0.01], [-0.06, 0.03, 0.06], [0.00, 0.00, 0.00], [0.00, -0.01, 0.00], [0.09, -0.12, -0.09], [0.00, 0.02, 0.02], [0.03, 0.00, -0.01], [0.12, -0.01, 0.03], [-0.04, 0.07, 0.02], [0.00, 0.01, 0.00], [0.00, 0.00, 0.00], [-0.03, 0.02, -0.04], [-0.01, 0.00, 0.00], [0.02, -0.02, 0.01], [0.01, 0.00, 0.01], [-0.01, 0.01, 0.00], [-0.01, 0.00, 0.00]], "mulliken_charge": [1.27, 0.68, -0.61, -1.02, -0.64, -0.37, -0.62, -0.67, -0.57, -0.62, -0.59, 1.06, 0.06, -0.83, 1.21, -0.50, -1.05, 0.50, 0.93, -0.81, -0.67, -0.66, -0.40, 0.73, -0.59, 0.46, -1.03, -0.55, -1.72, -1.78, -1.71, -2.08, 1.14, -1.55, -1.59, -0.78, -0.10, 0.89, 0.24, -0.72, -0.60, 0.44, -0.55, -0.13, 1.24, 1.19, 0.54, -0.72, -0.44, 1.42, -0.63, 0.54, -0.24, 0.39, 0.59, 0.36, 0.32, 0.25, 0.49, 0.24, 0.32, 0.62, 0.34, 0.37, 0.44, 0.43, 0.29, 0.36, 0.48, 0.53, 0.23, 0.33, 0.35, 0.72, 0.13, 0.37, 0.47, 0.56, 0.53, 0.62, 0.28, -0.08, 0.35, 0.33, 0.39, 0.37, 0.58, 0.38, 0.33, 0.51]}